1.
Molecular formula: C5H6O2
Method: DFT, the ωB97M-V functional and the def2-TZVPD basis

Geometry as XYZ:
```
13
Properties=species:S:1:pos:R:3:forces:R:3
C 0.10843 0.30162 1.63165 0.329 -1.382 -0.047
C -0.34195 1.15910 -0.38536 -0.197 1.820 -1.454
C 0.35702 -0.73404 0.27345 -0.146 0.906 2.119
C 0.47152 0.04899 -1.00835 0.350 0.659 0.225
C -0.68201 -0.05856 -1.91372 -0.473 -0.819 -0.855
O -0.98593 -0.46670 -2.97828 0.094 0.033 0.003
O -1.45118 0.76570 -1.08439 -0.656 0.271 0.601
H 0.05053 -0.51771 2.33561 0.023 -0.052 0.702
H -0.78030 0.93911 1.81430 0.466 -0.669 -0.598
H 0.99513 0.90760 1.87768 -0.332 -0.292 -0.469
H -0.48698 -1.42752 0.32599 0.320 0.073 -0.302
H 1.30362 -1.20452 0.52046 -0.145 -0.224 0.055
H 1.44209 0.28693 -1.40904 0.366 -0.326 0.019
```
Forces are in eV/Å.

Calculated values
Net charge ... 0

=====

2.
Molecular formula: C5H6O2
Method: DFT, the ωB97M-V functional and the def2-TZVPD basis

Geometry as XYZ:
```
13
Properties=species:S:1:pos:R:3:forces:R:3
C -1.87428 0.74797 -0.21506 -0.109 0.077 -0.080
C -0.43614 0.50553 0.11497 -0.350 0.359 -0.142
O -0.19943 -0.82803 0.58395 -0.167 0.028 -0.172
C 0.61527 0.25699 -0.98727 0.078 0.313 -0.424
O 0.89866 0.75150 -2.03376 -0.010 -0.282 0.406
C 1.03078 -0.88086 -0.09107 0.095 0.029 0.474
C 2.03699 -1.31492 0.64857 -0.273 0.081 -0.081
H -2.46344 0.76011 0.70646 0.021 0.037 -0.158
H -2.23557 -0.05951 -0.85565 -0.041 0.156 0.006
H -1.97846 1.70505 -0.72682 -0.109 -0.025 0.004
H -0.01558 1.22151 0.83957 -0.155 -0.032 -0.166
H 1.52821 -1.48700 1.60168 1.342 -0.708 0.266
H 3.09299 -1.37833 0.41443 -0.323 -0.032 0.067
```
Forces are in eV/Å.

Calculated values
Net charge ... 0

=====

Number 1: total energy -9372.5664 eV, HOMO -9.30 eV. Number 2: total energy -9374.6814 eV, HOMO -9.65 eV.